Record 1
11
Properties=species:S:1:pos:R:3:forces:R:3 method="wB97M-V/def2-TZVPD" relative_energy_kcal_mol=88.52 e_lumo_ev=0.3 homo_lumo_gap_ev=9.12 spin_multiplicity=1
S 0.2379 1.5658 1.4305 -1.79 1.41 0.74
C 1.1976 -0.1447 -0.4051 -0.37 -1.27 0.49
C -2.3116 0.2460 -1.0401 -1.39 -1.84 -0.58
C -0.1068 0.2041 0.3378 1.05 -3.10 3.44
C -1.2531 0.1700 -0.4593 -1.93 0.79 -0.62
H -1.0738 1.9574 1.9139 1.86 -0.87 -0.91
H 1.3324 -1.1961 -0.2055 0.21 -0.46 -0.24
H -3.2733 -0.1900 -1.4602 1.81 1.36 0.63
H 2.1354 0.2920 -0.0940 -0.14 0.72 0.34
H -0.4104 -1.0045 1.3541 0.77 2.90 -2.72
H 1.0722 -0.0552 -1.4645 -0.07 0.37 -0.58



Record 2
11
Properties=species:S:1:pos:R:3:forces:R:3 method="wB97M-V/def2-TZVPD" relative_energy_kcal_mol=75.47 e_lumo_ev=1.0 smiles="C=CS.C#C" homo_lumo_gap_ev=9.56 spin_multiplicity=1
S 1.9402 -0.9216 0.6748 0.77 -1.39 -1.26
C 1.1646 -0.4365 -0.8593 2.11 -0.87 0.39
C -1.8386 -1.1553 -0.1913 -0.11 -0.81 -0.20
C 0.5341 0.7091 -0.9629 -2.75 0.76 0.28
C -1.5434 -0.7231 0.9028 -0.98 1.12 -0.45
H -1.4717 0.0200 1.7230 0.12 -1.39 -0.80
H -2.0595 -1.6567 -1.1708 0.43 0.87 1.73
H 1.2292 -0.2049 1.4656 -0.96 1.05 0.99
H 1.4989 -1.1529 -1.6541 -0.60 1.11 0.49
H 0.0156 0.9953 -1.8906 0.54 -0.06 0.30
H 0.0517 1.1847 -0.0351 1.42 -0.39 -1.46



Record 3
11
Properties=species:S:1:pos:R:3:forces:R:3 method="wB97M-V/def2-TZVPD" relative_energy_kcal_mol=35.22 e_lumo_ev=0.8 smiles="CC1=CSC1" homo_lumo_gap_ev=8.92 spin_multiplicity=1
S 2.4471 0.0641 -0.0178 -2.83 -0.03 -0.09
C 0.9307 -0.9954 0.2537 1.12 2.93 -0.56
C -0.0430 -0.0900 -0.0142 1.00 -1.52 0.10
C -1.5466 -0.3502 0.0261 1.53 0.96 -1.24
C 0.7771 1.1398 -0.3175 1.89 -1.98 3.86
H 0.8836 1.5107 -1.2555 -0.29 1.35 -2.69
H -1.5572 -1.4761 0.0278 -0.97 1.25 -0.37
H 0.8773 1.8407 0.5338 -0.53 0.00 -0.80
H -1.8713 0.0477 0.9895 -0.61 -0.07 -0.24
H -1.9878 0.2653 -0.8805 0.28 -1.80 1.86
H 1.0899 -1.9566 0.6547 -0.59 -1.11 0.16